[1]
Molecular formula: C4H8S2
Method: DFT, ωB97M-V with the def2-TZVPD basis set

Summary:
E (Eh): -953.365215
Gap between HOMO and LUMO (spin up / spin down) (eV): 5.799 / 7.426
M (g/mol): 120.24
ΔE to the lowest compared entry with this formula, charge and spin (kcal per mole): 47.2
Multiplicity: 3
Net charge: 0
E_HOMO (spin up / spin down) (eV): -5.84 / -8.57

Positions of all 14 atoms, in Å:
H (-1.65, 1.91, -1.23)
H (-1.65, -2.45, -0.22)
S (-2.68, 0.29, 0.01)
H (0.66, -0.37, -0.50)
H (0.89, 1.90, 0.73)
H (-0.32, -3.49, 0.62)
C (0.48, -0.09, 0.52)
H (2.30, 0.89, 1.22)
H (0.94, 1.02, 2.27)
C (-0.61, -2.50, 0.18)
C (-1.49, 1.18, -0.57)
H (0.03, -2.10, -0.63)
S (-0.57, -1.09, 1.29)
C (1.24, 0.98, 1.24)

[2]
Molecular formula: C4H8Si
Method: DFT, ωB97M-V with the def2-TZVPD basis set

Summary:
Structure (SMILES): C1=C2C[C@@H]12.[SiH4]
E (Eh): -446.466722
Gap between HOMO and LUMO (eV): 9.680
M (g/mol): 84.19
ΔE to the lowest compared entry with this formula, charge and spin (kcal per mole): 119.0
Multiplicity: 1
Net charge: 0
E_HOMO (eV): -8.96

Positions of all 13 atoms, in Å:
H (-2.87, 1.11, 0.21)
H (3.70, -0.43, -0.92)
H (-1.42, -0.91, 0.44)
H (1.30, -1.93, -1.48)
H (0.75, -0.32, -2.10)
C (2.64, -0.05, -1.08)
C (1.36, -0.22, 0.20)
H (2.51, 1.69, 0.48)
C (1.37, -0.72, -1.28)
C (2.15, 0.86, -0.16)
H (-1.54, 1.16, 1.82)
Si (-2.22, 0.17, 1.10)
H (-3.29, -0.31, 2.02)

[3]
Molecular formula: C4H9BN2
Method: DFT, ωB97M-V with the def2-TZVPD basis set

Summary:
Structure (SMILES): CN1BN(C)C=C1
E (Eh): -292.175421
Gap between HOMO and LUMO (eV): 8.542
M (g/mol): 95.94
ΔE to the lowest compared entry with this formula, charge and spin (kcal per mole): 3.3
Multiplicity: 1
Net charge: 0
E_HOMO (eV): -7.65

Positions of all 16 atoms, in Å:
H (-0.85, 0.82, 3.15)
C (0.69, -0.38, -2.43)
N (-0.12, 0.21, 1.12)
H (-1.31, 1.17, -1.90)
H (-1.80, 1.40, 0.95)
H (1.34, -1.28, -2.47)
H (-0.72, -0.82, 2.95)
H (-0.17, -0.89, -2.99)
H (1.58, -1.24, 0.31)
N (0.14, -0.24, -1.10)
B (0.69, -0.60, 0.15)
C (-0.94, 0.57, -0.93)
H (1.02, 0.53, -2.88)
C (-1.11, 0.79, 0.37)
H (0.80, 0.14, 3.15)
C (-0.26, 0.13, 2.60)

[4]
Molecular formula: C4H9BO
Method: DFT, ωB97M-V with the def2-TZVPD basis set

Summary:
E (Eh): -257.749241
Gap between HOMO and LUMO (spin up / spin down) (eV): 7.906 / 7.898
M (g/mol): 83.93
ΔE to the lowest compared entry with this formula, charge and spin (kcal per mole): 110.4
Multiplicity: 1
Net charge: 0
E_HOMO (spin up / spin down) (eV): -7.38 / -7.37

Positions of all 15 atoms, in Å:
C (-2.51, -0.16, -1.76)
H (-2.09, 0.31, -2.78)
H (-3.35, 0.35, -1.26)
O (-1.19, -0.58, 1.10)
C (1.19, -0.94, -0.03)
H (-2.06, -0.41, 1.21)
H (1.05, -0.09, 1.92)
H (2.54, -1.06, 1.72)
C (1.81, -0.44, 1.26)
H (1.72, -1.69, -0.53)
H (-2.77, -1.15, -1.91)
H (1.68, 1.42, -0.05)
H (2.96, 0.28, -0.49)
C (2.04, 0.36, 0.01)
B (-0.40, -0.62, 0.01)

[5]
Molecular formula: C4H9BO2
Method: DFT, ωB97M-V with the def2-TZVPD basis set

Summary:
Structure (SMILES): BC(=O)OC(C)C
E (Eh): -333.057179
Gap between HOMO and LUMO (eV): 9.968
M (g/mol): 99.93
ΔE to the lowest compared entry with this formula, charge and spin (kcal per mole): 106.6
Multiplicity: 1
Net charge: 0
E_HOMO (eV): -10.40

Positions of all 16 atoms, in Å:
C (1.00, 1.25, -0.55)
H (0.78, 1.10, -1.65)
C (-1.82, 0.31, 0.13)
H (1.14, -1.77, 0.87)
C (0.63, 0.11, 0.42)
H (0.48, 0.46, 1.38)
H (2.52, -0.53, 1.18)
O (-0.55, -0.49, -0.12)
H (-2.71, -1.77, 0.15)
O (-1.73, 1.30, 0.81)
C (1.69, -0.96, 0.57)
H (2.02, -1.12, -0.37)
H (0.48, 2.11, -0.39)
B (-2.76, -0.79, -0.48)
H (-3.33, -0.72, -1.48)
H (2.14, 1.50, -0.48)

[6]
Molecular formula: C4H9BO2
Method: DFT, ωB97M-V with the def2-TZVPD basis set

Summary:
E (Eh): -333.127789
Gap between HOMO and LUMO (eV): 9.801
M (g/mol): 99.93
ΔE to the lowest compared entry with this formula, charge and spin (kcal per mole): 62.3
Multiplicity: 1
Net charge: 0
E_HOMO (eV): -9.22

Positions of all 16 atoms, in Å:
C (-0.30, 0.63, -0.42)
H (-0.34, 0.57, -1.56)
H (2.39, -1.45, -1.07)
H (1.04, 2.18, -0.50)
C (-2.26, -0.97, -0.29)
H (-1.54, -1.87, -0.28)
O (1.79, 0.72, 1.24)
O (2.19, -0.53, -0.80)
C (0.55, 1.58, 0.25)
H (-3.19, -1.09, 0.23)
B (2.12, -0.33, 0.53)
C (-1.34, 0.07, 0.26)
H (-1.45, 0.28, 1.27)
H (2.62, -1.22, 1.29)
H (0.29, 2.15, 1.09)
H (-2.58, -0.70, -1.24)

[7]
Molecular formula: C4H9BOS
Method: DFT, ωB97M-V with the def2-TZVPD basis set

Summary:
E (Eh): -655.930282
Gap between HOMO and LUMO (eV): 7.142
M (g/mol): 115.99
ΔE to the lowest compared entry with this formula, charge and spin (kcal per mole): 130.7
Multiplicity: 1
Net charge: 0
E_HOMO (eV): -7.41

Positions of all 16 atoms, in Å:
H (0.67, 0.64, -2.12)
C (0.54, 0.01, -1.25)
S (-0.34, 1.18, -0.09)
C (-3.41, 0.40, 0.17)
B (-2.00, 0.87, -0.27)
C (1.85, -0.42, -0.62)
O (1.12, 0.91, 1.25)
H (2.84, 1.56, 0.16)
H (-4.18, 1.11, -0.23)
H (1.74, -1.50, -0.01)
H (-0.13, -0.71, -1.53)
H (3.02, 0.23, 1.19)
H (2.66, -0.42, -1.44)
C (2.22, 0.64, 0.52)
H (-3.57, 0.65, 1.26)
H (-3.70, -0.71, 0.09)

[8]
Molecular formula: C4H9BrF3NPS
Method: DFT, ωB97M-V with the def2-TZVPD basis set

Summary:
E (Eh): -3825.500158
Gap between HOMO and LUMO (eV): 10.789
M (g/mol): 271.06
ΔE to the lowest compared entry with this formula, charge and spin (kcal per mole): 0.0
Multiplicity: 1
Net charge: +1
E_HOMO (eV): -14.54

Positions of all 20 atoms, in Å:
C (0.28, -2.21, 0.03)
H (1.16, 1.39, 2.06)
P (-0.15, 1.12, 0.23)
H (1.96, -0.94, -0.59)
F (-2.72, 1.48, -0.24)
F (-2.23, 1.40, 1.87)
C (-1.97, 0.88, 0.68)
S (-0.12, 3.14, -0.03)
N (0.75, 0.65, 1.51)
H (-0.15, -1.76, 0.92)
H (1.09, -1.71, -1.88)
H (-0.52, -2.74, -0.48)
F (-2.25, -0.42, 0.69)
Br (1.00, 1.08, -2.61)
H (-0.85, -0.22, -1.61)
C (0.95, -1.22, -0.92)
H (1.00, -2.96, 0.36)
C (0.14, 0.05, -1.23)
H (1.22, 3.13, -0.12)
H (1.39, -0.12, 1.36)

[9]
Molecular formula: C4H9ClN
Method: DFT, ωB97M-V with the def2-TZVPD basis set

Summary:
E (Eh): -672.371744
Gap between HOMO and LUMO (eV): 8.343
M (g/mol): 106.58
ΔE to the lowest compared entry with this formula, charge and spin (kcal per mole): 59.3
Multiplicity: 1
Net charge: +1
E_HOMO (eV): -14.73

Positions of all 15 atoms, in Å:
H (-1.55, 2.56, -0.59)
C (0.91, -1.25, 0.61)
C (-0.67, 0.60, -0.44)
N (-1.35, 1.82, 0.02)
H (3.79, -0.25, -1.08)
Cl (3.26, -1.34, -1.51)
H (1.87, -1.32, 0.13)
C (0.21, 0.09, 0.56)
C (-2.19, 0.72, 0.12)
H (1.09, -1.40, 1.65)
H (0.43, -2.05, 0.12)
H (0.36, 0.68, 1.46)
H (-3.02, 0.64, -0.56)
H (-0.76, 0.33, -1.55)
H (-2.36, 0.18, 1.06)

[10]
Molecular formula: C4H9ClN
Method: DFT, ωB97M-V with the def2-TZVPD basis set

Summary:
E (Eh): -672.322844
Gap between HOMO and LUMO (spin up / spin down) (eV): 8.912 / 8.731
M (g/mol): 106.58
ΔE to the lowest compared entry with this formula, charge and spin (kcal per mole): 90.0
Multiplicity: 1
Net charge: +1
E_HOMO (spin up / spin down) (eV): -13.50 / -13.39

Positions of all 15 atoms, in Å:
H (-0.98, 1.90, 1.33)
C (-1.13, 0.99, 0.82)
C (2.46, -0.69, 0.41)
H (-1.46, 0.25, 1.41)
H (-0.68, -1.44, 0.52)
C (0.09, -0.98, -0.15)
Cl (2.80, 0.92, -0.12)
H (0.39, -1.35, -1.11)
H (0.70, 1.13, -0.37)
H (-2.01, 0.06, -1.02)
H (2.91, -1.36, -0.20)
N (-0.13, 0.41, -0.10)
H (2.30, -0.78, 1.50)
C (-1.41, 0.90, -0.58)
H (-1.47, 1.85, -1.25)

[11]
Molecular formula: C4H9ClN2O
Method: DFT, ωB97M-V with the def2-TZVPD basis set

Summary:
E (Eh): -802.476134
Gap between HOMO and LUMO (spin up / spin down) (eV): 4.671 / 6.569
M (g/mol): 136.58
Multiplicity: 3
Net charge: 0
E_HOMO (spin up / spin down) (eV): -3.95 / -9.46

Positions of all 17 atoms, in Å:
N (0.69, -1.92, -0.02)
H (-1.69, 1.99, 1.35)
N (1.07, -0.55, -0.12)
H (-1.62, 1.99, -0.41)
H (3.12, -1.09, 0.07)
Cl (-2.03, -0.83, -0.89)
C (2.44, -0.41, -0.54)
C (-1.49, 0.20, 0.48)
H (2.46, -0.62, -1.65)
H (-1.60, -0.34, 1.45)
C (-2.05, 1.55, 0.44)
H (2.65, 0.63, -0.31)
O (0.68, 1.71, -0.30)
C (0.38, 0.56, -0.03)
H (0.20, -2.12, 0.77)
H (-3.14, 1.34, 0.46)
H (-0.07, -2.09, -0.76)

[12]
Molecular formula: C4H9ClO
Method: DFT, ωB97M-V with the def2-TZVPD basis set

Summary:
Structure (SMILES): C[C@@H](Cl)CCO
E (Eh): -693.178581
Gap between HOMO and LUMO (eV): 11.112
M (g/mol): 108.57
ΔE to the lowest compared entry with this formula, charge and spin (kcal per mole): 37.7
Multiplicity: 1
Net charge: 0
E_HOMO (eV): -10.21

Positions of all 15 atoms, in Å:
H (0.70, -2.48, -0.18)
O (-0.23, -1.19, -1.59)
H (-0.87, -0.76, -1.00)
C (-1.29, 0.75, 0.78)
H (2.03, 0.35, 0.25)
H (-1.11, 1.24, 1.80)
C (0.96, -0.16, 0.27)
H (-0.37, 0.92, -1.15)
H (1.83, -1.59, -1.22)
C (0.85, -1.41, -0.73)
H (-2.21, 1.43, 0.46)
H (-1.48, -0.36, 0.88)
Cl (0.44, 2.62, 0.18)
C (-0.05, 0.99, -0.12)
H (0.81, -0.37, 1.38)

[13]
Molecular formula: C4H9ClO2
Method: DFT, ωB97M-V with the def2-TZVPD basis set

Summary:
Structure (SMILES): C[C@@H](Cl)C=O.CO
E (Eh): -768.407462
Gap between HOMO and LUMO (eV): 10.903
M (g/mol): 124.57
ΔE to the lowest compared entry with this formula, charge and spin (kcal per mole): 40.4
Multiplicity: 1
Net charge: 0
E_HOMO (eV): -10.47

Positions of all 16 atoms, in Å:
O (-1.59, 1.44, 0.57)
H (0.97, -1.69, -1.36)
O (0.33, 1.04, -1.65)
H (-2.78, 0.19, 1.71)
H (2.40, -1.38, -0.72)
C (1.22, 0.87, -0.85)
H (0.10, -0.10, 0.60)
C (1.42, -1.43, -0.37)
H (2.21, 1.16, -0.97)
C (1.07, -0.10, 0.22)
H (-1.82, -0.49, 0.21)
H (1.35, -2.16, 0.41)
H (-3.44, 0.46, 0.20)
H (-1.31, 1.59, -0.24)
Cl (2.26, 0.30, 1.63)
C (-2.40, 0.29, 0.62)

[14]
Molecular formula: C4H9ClO2Si
Method: DFT, ωB97M-V with the def2-TZVPD basis set

Summary:
Structure (SMILES): C=C[Si](Cl)(CO)CO
E (Eh): -1057.945524
Gap between HOMO and LUMO (eV): 9.794
M (g/mol): 152.65
ΔE to the lowest compared entry with this formula, charge and spin (kcal per mole): 87.5
Multiplicity: 1
Net charge: 0
E_HOMO (eV): -9.31

Positions of all 17 atoms, in Å:
Cl (0.97, 1.35, 2.49)
H (0.97, -2.43, -1.11)
C (1.15, 1.38, -0.61)
O (0.92, -2.45, -0.12)
H (-1.96, 0.29, 0.76)
H (0.24, 2.92, 0.16)
O (-1.57, -1.57, 1.34)
H (2.68, -1.37, 0.19)
H (-1.24, -0.59, -0.40)
C (1.75, -1.62, 0.64)
H (1.83, 0.99, -1.35)
C (0.79, 2.63, -0.62)
H (1.99, -2.18, 1.54)
Si (0.71, 0.10, 0.91)
C (-1.15, -0.42, 0.61)
H (-1.37, -2.42, 0.87)
H (1.11, 3.30, -1.38)

[15]
Molecular formula: C4H9CrN3O3Se
Method: DFT, ωB97M-V with the def2-TZVPD basis set

Summary:
E (Eh): -3993.777595
Gap between HOMO and LUMO (spin up / spin down) (eV): 5.899 / 6.394
M (g/mol): 278.09
Multiplicity: 2
Net charge: -1
E_HOMO (spin up / spin down) (eV): -2.80 / -3.30

Positions of all 21 atoms, in Å:
O (0.25, 0.03, 2.11)
C (-1.45, 2.08, -0.97)
H (-4.38, 0.81, 0.08)
H (-1.86, 3.09, -1.06)
H (-0.11, 2.49, 0.68)
H (-1.35, 1.65, -1.97)
N (2.08, -0.23, 0.33)
Cr (-0.04, -0.10, 0.15)
Se (0.08, -1.19, -1.87)
H (3.36, -0.11, 1.95)
H (0.71, 2.33, -0.89)
C (-2.43, 1.19, -0.27)
O (-2.05, 0.16, 0.30)
N (2.46, 0.21, 1.61)
H (-4.07, 2.21, -0.87)
C (-0.09, 1.93, -0.26)
H (2.48, 0.34, -0.40)
H (2.32, -1.20, 0.14)
C (1.45, 0.10, 2.59)
O (1.79, 0.13, 3.77)
N (-3.74, 1.52, -0.22)